Here is 2 unconnected molecules or ions with the total composition C10H16OS at a distorted geometry from the OMol25 dataset. Energies are from the ωB97M-V functional and the def2-TZVPD basis.

Output
LUMO energy: 0.80 eV
total charge: 0
ΔE to the lowest compared entry with this formula, charge and spin: 1.504 eV
structure (SMILES): CCc1ccc(O)cc1.CSC
frontier orbital gap: 9.23 eV

Atoms and positions in Å:
C: -0.45539 1.96215 -0.11741
C: -1.43601 0.82530 0.05965
C: -1.38585 -0.35463 -0.92162
C: -2.53568 -0.90655 -1.45373
C: -2.40779 -2.09732 -2.09967
C: -1.20530 -2.49427 -2.60807
O: -1.08366 -3.45988 -3.58432
C: 0.00308 -1.88226 -2.16881
C: -0.08915 -0.85568 -1.21944
H: 0.25825 1.97497 -0.93796
H: 0.23856 2.11697 0.69537
H: -0.88254 2.93953 -0.35599
H: -1.33107 0.29859 1.00190
H: -2.49181 1.18341 0.10217
H: -3.47359 -0.44368 -1.20433
H: -3.25045 -2.67429 -2.51024
H: -0.51571 -4.16490 -3.24132
H: 0.99644 -2.19430 -2.48782
H: 0.66375 -0.36932 -0.62241
C: 3.54215 1.52150 2.07308
S: 2.30641 0.24901 2.09771
C: 1.00605 0.81149 3.19162
H: 3.37147 2.39992 1.46438
H: 3.95135 1.93731 3.01043
H: 4.38416 1.06305 1.58929
H: 0.32615 -0.05608 3.24097
H: 0.41207 1.60902 2.72660
H: 1.08409 1.06097 4.27995